# 1
DFT (ωB97M-V with the def2-TZVPD basis set) results for a molecular structure, C23H38BN7O2PdS3.

Computed properties:
Spin multiplicity: 1
Relative energy (zero: lowest compared OMol25 entry of this formula, charge and spin) (kJ/mol): 0.0
E (eV): -75646.427
Total charge: +2
HOMO energy (eV): -13.98
LUMO level (eV): -6.560

XYZ file:
```
75
Properties=species:S:1:pos:R:3:forces:R:3:mulliken_charge:R:1
Pd 0.45716 -0.17112 1.27332 0.14 -0.15 -0.61 0.00
C 2.92512 4.19999 -0.60845 0.00 0.00 0.00 -1.53
C 3.62423 2.86747 -0.86593 -0.01 0.00 -0.03 1.20
C 4.09388 2.18838 0.41730 -0.01 0.00 0.01 -1.62
C 4.82908 3.11311 -1.76894 0.00 -0.01 0.00 -2.19
N 2.66576 1.93615 -1.58532 0.05 0.04 0.06 0.30
C 2.88910 1.42153 -2.84391 -0.07 -0.05 -0.04 -0.16
C 1.84102 0.62825 -3.14933 0.09 0.01 -0.06 -1.35
N 0.96687 0.64512 -2.08374 0.00 0.09 0.08 0.80
B -0.35272 -0.16460 -2.12975 -0.01 -0.10 0.01 0.11
N -0.13978 -1.55279 -1.38915 -0.02 0.06 0.01 0.43
C 0.98608 -2.28259 -1.68380 0.04 -0.11 0.05 -1.47
C 0.84518 -3.52069 -1.14865 0.03 0.15 -0.09 -0.12
N -0.36105 -3.55590 -0.50287 -0.04 -0.07 0.04 0.53
C -0.93003 -2.34722 -0.65499 0.07 -0.06 0.00 0.63
S -2.41851 -1.85718 0.11748 -0.09 0.03 0.03 -0.14
C -0.95048 -4.78969 0.16507 0.02 0.02 -0.03 0.95
C -2.31982 -5.05480 -0.45627 0.00 0.00 0.01 -1.56
C -1.02424 -4.57485 1.67226 -0.01 -0.01 0.02 -1.39
C -0.03637 -5.97325 -0.13277 0.00 0.01 0.01 -2.07
N -1.54739 0.71276 -1.64899 -0.08 0.11 -0.01 0.55
C -2.08186 1.63204 -2.52083 0.00 -0.03 0.06 -1.36
C -2.93479 2.42370 -1.82732 0.00 0.01 -0.04 -0.26
N -2.94307 1.98345 -0.52345 0.02 -0.01 -0.02 0.53
C -2.08669 0.95962 -0.45478 0.08 -0.10 0.09 0.08
S -1.79923 -0.06211 0.95717 -0.16 0.08 -0.05 0.16
C -3.76105 2.59158 0.60046 0.02 0.00 0.00 1.04
C -4.47800 3.82181 0.05789 -0.01 0.00 0.00 -2.12
C -2.80538 3.01741 1.71244 -0.01 0.00 -0.01 -1.39
C -4.79303 1.56765 1.06770 0.00 0.01 0.00 -1.46
C 1.48996 1.45847 -1.13777 -0.08 0.00 0.08 0.06
S 0.70599 1.91375 0.35600 0.03 -0.12 0.01 -0.23
H 3.64788 4.89201 -0.17741 0.00 0.00 0.00 0.48
H 2.09852 4.10776 0.09177 0.00 0.00 0.01 0.33
H 2.55937 4.63296 -1.54037 0.00 0.00 -0.01 0.40
H 4.83954 2.82644 0.89070 0.00 0.00 0.01 0.51
H 4.55887 1.22718 0.19543 0.00 0.00 0.00 0.40
H 3.28368 2.02777 1.12334 0.01 0.00 0.00 0.33
H 5.50409 3.78202 -1.23841 0.00 0.00 0.00 0.46
H 4.55422 3.60262 -2.70370 0.00 0.01 0.00 0.51
H 5.37995 2.19655 -1.98162 0.00 -0.01 0.00 0.49
H 3.75861 1.66043 -3.42373 0.01 0.00 0.00 0.61
H 1.63622 0.06254 -4.04102 0.00 0.00 0.00 0.66
H -0.56563 -0.41914 -3.27779 0.01 -0.01 -0.01 -0.13
H 1.79948 -1.87811 -2.25822 -0.01 0.01 0.00 0.65
H 1.50687 -4.36352 -1.19504 0.00 -0.01 0.00 0.60
H -3.05781 -4.29277 -0.20167 0.00 -0.01 0.00 0.40
H -2.70009 -5.99860 -0.06775 -0.01 0.00 0.00 0.49
H -2.25236 -5.13682 -1.54137 0.00 0.00 -0.01 0.40
H -1.70787 -3.77539 1.94927 0.01 -0.01 0.00 0.28
H -0.04258 -4.34611 2.08163 -0.01 -0.01 -0.01 0.31
H -1.38636 -5.49706 2.12588 -0.01 0.00 0.01 0.55
H 0.07356 -6.15219 -1.20265 -0.01 0.00 -0.01 0.52
H -0.49447 -6.85932 0.30260 0.01 0.00 0.00 0.45
H 0.94644 -5.85980 0.32502 0.00 0.01 0.00 0.47
H -1.81253 1.64548 -3.56190 0.01 0.00 -0.01 0.64
H -3.53509 3.24690 -2.16318 0.00 0.00 0.00 0.59
H -3.78171 4.57304 -0.31534 0.01 0.00 0.00 0.50
H -5.03199 4.26913 0.88116 0.00 0.01 -0.01 0.47
H -5.19909 3.56866 -0.71944 -0.01 0.00 0.00 0.50
H -2.06162 3.72154 1.33892 0.00 0.00 -0.01 0.38
H -2.29216 2.17432 2.17556 0.00 0.00 0.01 0.29
H -3.37849 3.50991 2.49704 -0.01 0.00 0.00 0.50
H -5.38120 1.19656 0.22795 -0.01 0.01 -0.01 0.41
H -5.47343 2.05457 1.76537 0.00 -0.01 0.01 0.49
H -4.34294 0.72435 1.58839 0.01 0.00 0.00 0.31
N 1.50814 -0.45872 4.45594 0.02 -0.02 0.22 -0.46
C 2.41685 -1.45857 3.86681 -0.08 -0.06 0.00 -0.80
C 1.94445 -1.46805 2.43945 0.03 -0.01 -0.09 1.06
O 2.42988 -0.63172 1.60093 0.00 0.27 0.17 -0.58
O 0.86653 -2.06584 2.10130 -0.07 0.14 0.28 -0.62
H 2.00780 0.24862 4.97694 0.09 -0.03 -0.05 0.23
H 0.85138 -0.89198 5.09072 -0.01 -0.03 -0.03 0.23
H 2.31731 -2.44236 4.32328 0.02 -0.01 -0.03 0.36
H 3.45187 -1.13073 3.91510 0.02 -0.03 -0.03 0.40
```
Forces are in eV/Å.

# 2
DFT (ωB97M-V with the def2-TZVPD basis set) results for 9 unconnected molecules or ions with the total composition C23H38ClN8O8PS in a non-equilibrium geometry.

Computed properties:
Spin multiplicity: 1
E (eV): -85413.277
Total charge: 0
HOMO energy (eV): -10.77
LUMO level (eV): -0.510

XYZ file:
```
80
Properties=species:S:1:pos:R:3:forces:R:3:mulliken_charge:R:1
O -3.00989 1.37500 -3.21658 -1.77 0.03 -0.57 -0.48
C -2.02181 1.21639 -2.59436 0.93 0.59 -0.21 0.24
O -1.53390 -0.03723 -2.36820 0.55 0.15 0.11 -0.16
C -0.28117 -0.27156 -3.01381 0.96 0.56 -0.53 -0.31
C 0.78401 0.79080 -2.62421 -1.02 0.36 -0.79 -0.58
O 2.09003 0.32603 -3.02201 0.27 -0.58 0.91 0.13
P 2.82936 -0.56120 -1.90462 1.04 -0.79 1.56 0.29
O 2.50292 -0.20926 -0.52942 -0.61 0.50 0.35 -0.48
O 2.55269 -2.13264 -2.10532 0.00 1.36 -1.44 -0.57
O 4.40210 -0.37655 -2.16534 -0.65 -0.09 -0.89 -0.44
C 4.82891 0.99327 -2.11773 -0.64 1.09 0.15 -0.34
C 4.87102 1.69954 -3.50710 0.74 -0.42 0.25 -0.92
C 4.70998 0.76426 -4.73499 -0.30 1.06 -0.58 -0.86
C 3.42977 1.14396 -5.54650 1.46 -0.50 -0.18 -0.51
S 2.66359 -0.27177 -6.38519 -2.58 1.54 -0.47 1.02
O 1.94839 0.25592 -7.50608 0.80 0.25 -0.68 -0.59
O 1.77968 -0.99734 -5.51913 1.39 -0.94 0.84 -0.41
Cl 4.20446 -1.38533 -7.14091 -0.18 0.13 0.53 -0.21
H -1.49450 2.13138 -2.23645 0.33 -1.09 0.25 0.17
H -0.39593 -0.20111 -4.10875 -0.21 -0.13 0.33 0.34
H 0.08295 -1.28840 -2.83101 -0.43 0.24 0.51 0.32
H 0.71929 1.13296 -1.58531 0.29 -0.50 -0.08 0.35
H 0.58378 1.67582 -3.24934 0.33 -0.18 0.18 0.40
H 2.32853 -2.26865 -3.04543 0.15 -0.45 0.18 0.37
H 5.78687 1.08059 -1.59749 -0.11 -0.55 -0.23 0.48
H 4.10295 1.53852 -1.49151 0.35 -0.13 -0.04 0.12
H 5.85539 2.18295 -3.59306 -0.27 -0.12 0.09 0.44
H 4.15387 2.53191 -3.50042 -0.01 -0.40 -0.20 0.38
H 5.54228 0.98074 -5.41784 -0.12 -0.30 0.22 0.46
H 4.76974 -0.30580 -4.51557 -0.18 0.30 0.30 0.61
H 2.68116 1.67196 -4.95175 -0.23 -0.68 -0.10 0.18
H 3.71766 1.82207 -6.36064 -0.21 -0.33 0.03 0.45
C -3.85897 -1.34628 -1.04876 0.10 -0.05 -0.19 0.06
C -4.78000 -1.44609 0.07508 0.06 -0.01 -0.07 0.25
N -5.50489 -1.52727 0.96201 0.00 -0.02 0.00 -0.47
H -3.48796 -0.33490 -1.16829 -0.15 0.04 0.21 -0.04
H -2.99525 -1.99660 -0.91617 -0.07 -0.02 0.14 0.33
H -4.33683 -1.62881 -1.98561 -0.05 -0.05 0.16 -0.13
C -1.97035 5.39816 -0.33655 -0.21 0.39 0.01 -0.86
C -1.27823 4.11846 -0.35889 -0.02 0.10 0.07 0.41
N -0.73364 3.10840 -0.37598 0.04 0.09 0.05 -0.35
H -2.57169 5.50491 0.56554 0.07 -0.16 0.03 0.28
H -1.26533 6.22823 -0.36422 0.12 -0.13 0.00 0.29
H -2.63689 5.50095 -1.19245 0.06 -0.16 -0.03 0.29
C 0.62243 0.74496 2.03819 -0.11 -0.32 -0.31 -0.19
C 1.09871 1.61747 3.10183 -0.06 -0.03 -0.10 0.28
N 1.47555 2.31089 3.93605 -0.04 -0.01 0.04 -0.45
H -0.09201 1.25934 1.39501 0.07 0.15 0.10 0.04
H 1.44255 0.40070 1.40607 0.07 0.10 0.05 0.07
H 0.12611 -0.13889 2.44050 0.04 0.08 0.18 0.33
C 0.79444 -0.15538 6.58427 0.19 0.17 -0.24 -0.51
C 0.45291 -1.56183 6.74525 -0.08 0.13 0.03 0.41
N 0.18283 -2.67047 6.87245 -0.04 0.08 0.05 -0.50
H 1.34967 0.02014 5.66215 -0.05 -0.16 -0.04 0.11
H -0.09585 0.47033 6.55066 -0.07 -0.15 0.03 0.17
H 1.40981 0.20140 7.40440 -0.03 -0.18 0.06 0.32
C -6.57762 -0.70428 -4.35537 -0.31 0.32 -0.02 -0.87
C -5.52207 -1.70011 -4.24448 -0.06 0.05 -0.12 0.45
N -4.68616 -2.48132 -4.15848 -0.02 -0.02 -0.01 -0.45
H -7.09797 -0.78528 -5.30911 0.11 -0.13 -0.02 0.34
H -7.31749 -0.82310 -3.56409 0.10 -0.13 0.04 0.29
H -6.17424 0.30563 -4.28282 0.17 -0.09 0.02 0.25
C 2.31042 -3.50307 4.54918 -0.33 0.22 -0.07 -0.46
C 3.35898 -4.50568 4.67402 -0.05 0.08 -0.04 0.22
N 4.18623 -5.29467 4.77195 0.03 -0.01 0.00 -0.39
H 1.78680 -3.59250 3.59720 0.12 -0.16 -0.03 0.28
H 1.56689 -3.59812 5.34029 0.17 -0.17 -0.02 0.14
H 2.71852 -2.49328 4.60393 0.17 -0.09 0.03 0.19
C -4.46777 -4.86567 1.99149 -0.34 0.10 -0.23 -0.48
C -3.24336 -5.27670 2.66473 -0.09 0.01 -0.05 0.29
N -2.27731 -5.60002 3.19220 0.03 0.01 -0.01 -0.34
H -5.31882 -4.87098 2.67136 0.12 -0.02 0.11 0.27
H -4.38170 -3.85845 1.58614 0.10 0.01 0.11 -0.03
H -4.70874 -5.53103 1.16257 0.15 -0.09 0.06 0.27
C -0.79308 3.67849 8.56069 -0.31 0.28 -0.04 -0.80
C 0.25607 2.67672 8.68198 -0.03 0.09 0.03 0.41
N 1.08315 1.88820 8.77725 -0.01 0.20 0.20 -0.43
H -1.31346 3.59152 7.60727 0.11 -0.12 -0.02 0.27
H -1.53377 3.57212 9.35258 0.10 -0.13 0.04 0.28
H -0.38484 4.68655 8.62303 0.14 -0.09 0.01 0.27
```
Forces are in eV/Å.

# 3
DFT (ωB97M-V with the def2-TZVPD basis set) results for a molecular structure, C23H38N4O in a non-equilibrium geometry.

Computed properties:
Spin multiplicity: 1
Relative energy (zero: lowest compared OMol25 entry of this formula, charge and spin) (kJ/mol): 2128.1
E (eV): -32454.111
Total charge: 0
HOMO energy (eV): -7.84
LUMO level (eV): 0.230

XYZ file:
```
66
Properties=species:S:1:pos:R:3:forces:R:3:mulliken_charge:R:1
C -5.22647 -1.56029 0.54979 -1.15 -0.64 -1.32 -1.55
C -5.36908 -0.41653 -0.46701 5.08 4.83 9.16 1.53
C -4.97938 0.92983 -0.24504 -3.09 -4.92 -2.16 -1.04
C -4.34255 1.30349 0.95772 -4.59 -4.80 4.81 0.62
H -3.82771 0.34641 1.30809 -0.56 1.61 0.21 -0.14
H -5.17617 1.64355 1.75832 1.47 -1.00 -1.35 0.30
C -3.50662 2.32244 0.78460 5.67 8.64 -7.08 -1.10
H -3.98820 3.27652 0.00186 0.45 -2.28 2.67 0.16
C -2.34867 2.00472 -0.40893 4.06 2.35 9.67 0.03
C -1.51573 3.14005 -0.89926 -2.41 2.01 -4.04 -1.30
H -2.29971 4.03724 -1.40707 1.98 -2.81 0.45 0.27
H -1.19263 3.85814 -0.19468 1.46 -0.11 1.26 0.36
H -0.75620 2.68425 -1.69428 -1.37 1.70 1.75 0.22
H -2.73133 1.51190 -1.10009 -3.88 -4.05 -6.38 0.54
C -1.29650 1.05023 0.27063 -2.97 -0.45 5.43 -1.44
N -1.86205 -0.31590 0.73779 2.62 -2.08 -4.22 0.83
C -1.17474 -1.11958 1.80515 0.34 8.63 1.69 -1.86
C 0.22579 -1.39418 1.62420 2.54 2.64 -3.81 0.44
H 0.94061 -0.32063 1.32298 -2.70 -3.14 1.40 -0.19
H 0.62158 -1.80252 2.54518 0.59 -0.67 -0.36 0.47
C 0.31706 -2.25389 0.23001 3.57 3.96 7.34 -0.74
N 1.60311 -2.56991 0.18281 11.92 -4.15 -3.48 0.58
C 2.90074 -1.89297 0.11962 -4.35 -7.33 -0.87 0.12
C 3.81398 -2.84604 -0.18616 5.58 2.36 -3.68 -0.34
C 3.17223 -3.89751 -0.88957 0.87 -4.56 3.56 -0.37
N 1.97168 -3.88689 -0.42145 -4.82 1.56 -0.33 -0.89
H 3.56052 -5.18906 -1.01061 -0.89 4.54 -0.17 0.27
H 4.96563 -2.55081 -0.47800 -2.95 -0.60 1.23 0.15
N 3.02133 -0.73528 0.64748 4.36 5.95 3.25 0.08
C 2.76043 0.40551 -0.03642 -3.52 1.42 -6.40 -0.58
O 2.07618 0.55958 -1.17072 2.84 -2.73 4.79 -0.75
C 3.18935 1.67564 0.47159 0.04 0.08 8.21 1.27
H 3.14213 1.59228 1.69645 -0.44 -0.20 -2.51 0.21
C 2.43609 2.82112 0.09928 -2.46 7.06 -0.32 -0.76
H 1.84497 2.61295 -0.75904 -0.92 -0.05 -0.37 0.26
H 1.81442 3.52568 0.91748 1.28 -2.72 -1.93 0.10
C 3.55644 3.97680 -0.42908 -4.14 0.93 6.56 -0.74
C 4.66541 3.11651 -0.50732 0.18 1.65 -11.77 -0.78
H 4.39581 2.75415 -1.74500 0.94 -0.27 2.73 0.10
C 4.58862 2.08028 0.33178 4.75 -6.28 5.44 -0.73
H 5.33381 2.18543 1.28756 -2.43 0.50 -1.24 0.22
H 5.04815 1.13472 0.07037 0.99 -0.02 -1.19 0.43
H 5.51939 3.58184 -0.80648 3.01 1.19 0.29 0.70
H 3.80810 4.38216 0.65221 -1.03 0.84 -1.73 0.25
H 3.06965 4.74478 -1.07077 1.21 -0.85 0.06 0.37
H 3.92483 -0.67436 1.27686 -2.54 0.29 -1.37 0.46
C -0.19856 -1.69683 -0.85782 -3.01 6.66 -6.83 0.79
C -1.57560 -1.28221 -0.52083 -6.62 4.68 -1.48 -1.19
H -2.11239 -0.51366 -1.51206 1.75 -2.58 2.74 0.15
H -2.45703 -1.95082 -0.31414 1.54 -0.56 -0.73 0.52
H 0.35001 -0.68926 -1.26336 -0.91 -2.40 1.38 -0.15
H -0.28589 -2.25886 -1.77565 0.36 -0.86 -0.03 0.44
H 0.02189 -3.12636 0.43012 -4.06 -6.91 1.66 0.30
H -1.23823 -0.39608 2.72931 -0.15 -1.34 -1.08 0.42
H -1.67759 -1.93402 2.05184 -2.70 -3.72 0.66 0.51
H -0.31232 1.15968 0.02548 2.70 -0.74 -2.31 0.69
H -1.08281 1.43908 1.30750 -0.69 0.64 -0.36 0.42
H -3.05885 2.86975 1.58397 0.39 -0.01 0.71 0.42
H -5.36039 1.70505 -0.91794 0.32 -0.33 -0.11 0.31
C -6.13580 -0.77500 -1.41686 -7.58 -2.20 -16.07 -1.32
H -5.64245 -1.53442 -2.40151 -0.71 1.65 2.96 0.19
H -6.44656 0.11038 -2.21700 1.06 -1.43 1.96 0.25
H -7.17593 -1.23950 -1.51587 1.34 0.11 1.83 0.29
H -5.35090 -2.51972 0.00849 1.04 0.35 -0.21 0.40
H -6.08537 -1.77058 1.20217 0.05 1.24 0.35 0.33
H -4.32679 -1.49326 1.07413 1.35 -0.29 1.08 0.23
```
Forces are in eV/Å.